[1]
C51H39Br2Cl3N3O3P2Tc as an isolated structure. Source: the OMol25 dataset; level of theory: ωB97M-V/def2-TZVPD.

```
104
Properties=species:S:1:pos:R:3:forces:R:3
Tc -0.5145 -0.3927 0.4818 0.25 0.18 -0.62
O 2.2004 0.0816 1.4856 -0.03 0.07 -0.11
C 2.2703 1.1809 2.3321 0.01 -0.20 -0.04
C 3.0802 1.1969 3.4564 0.02 0.13 -0.03
C 3.1887 2.3732 4.1836 0.01 -0.01 -0.04
C 2.5144 3.5183 3.7753 -0.01 -0.06 -0.02
C 1.6344 3.4516 2.7099 -0.08 -0.04 0.06
C 1.4359 2.2499 2.0196 -0.01 0.10 0.05
P 0.1469 2.0837 0.7533 -0.02 0.12 0.06
C 0.8380 3.0487 -0.6330 0.05 -0.16 -0.05
C 0.0531 3.6924 -1.5905 -0.05 -0.04 -0.06
C 0.6485 4.3857 -2.6312 0.08 -0.02 -0.02
C 2.0323 4.4377 -2.7394 -0.02 0.01 0.00
C 2.8219 3.8019 -1.7926 -0.05 -0.02 0.04
C 2.2295 3.1147 -0.7432 0.03 -0.03 -0.07
C -1.3104 3.0374 1.3116 0.02 -0.10 -0.01
C -1.4666 3.5380 2.6011 -0.03 0.01 0.01
C -2.5957 4.2803 2.9363 0.07 -0.03 -0.02
C -3.5848 4.5152 1.9969 -0.03 -0.01 -0.06
C -3.4716 3.9578 0.7272 -0.02 0.02 0.09
C -2.3555 3.2111 0.3977 0.01 -0.08 -0.05
C 3.3261 -0.5598 0.9889 -0.18 0.03 0.17
C 4.6317 -0.1712 1.2417 0.01 -0.04 -0.06
C 5.6716 -0.9754 0.7957 -0.02 -0.03 0.00
C 5.4243 -2.1581 0.1100 -0.04 0.07 0.04
C 4.1189 -2.4931 -0.1969 0.03 0.06 -0.03
C 3.0536 -1.6832 0.2107 0.09 -0.04 -0.13
P 1.3792 -2.0578 -0.3320 -0.16 -0.15 -0.05
C 1.4804 -2.2508 -2.1475 -0.01 -0.07 0.00
C 0.3201 -2.5964 -2.8466 -0.04 0.02 0.01
C 0.3365 -2.7247 -4.2247 0.04 0.02 -0.02
C 1.5089 -2.4890 -4.9322 -0.02 -0.01 0.03
C 2.6567 -2.1156 -4.2517 0.00 -0.02 0.02
C 2.6450 -1.9926 -2.8689 0.01 -0.08 -0.02
C 1.0094 -3.7320 0.3245 -0.03 0.01 0.03
C -0.1831 -4.2532 0.0338 0.08 -0.03 -0.11
C -0.8481 -5.1845 0.9850 -0.12 0.06 -0.01
C 0.0918 -6.0716 1.7156 0.15 0.04 -0.03
C 1.3603 -5.7088 1.8555 -0.06 0.00 -0.06
C 1.8920 -4.4067 1.3387 0.08 -0.05 0.05
H 3.6415 0.3193 3.7412 0.04 -0.05 -0.02
H 3.8327 2.4025 5.0514 0.01 0.00 0.03
H 2.6582 4.4516 4.3002 0.00 0.02 0.01
H 1.0954 4.3388 2.4087 -0.06 0.02 0.01
H -1.0243 3.6836 -1.5381 0.11 0.04 -0.02
H 0.0288 4.8967 -3.3551 -0.02 0.01 -0.02
H 2.4925 4.9875 -3.5488 0.01 0.01 -0.02
H 3.8997 3.8554 -1.8570 0.03 0.01 0.00
H 2.8647 2.6403 -0.0065 0.01 -0.01 0.03
H -0.7274 3.3581 3.3650 0.11 0.00 0.03
H -2.6890 4.6813 3.9360 0.01 0.02 0.04
H -4.4485 5.1131 2.2535 -0.01 0.02 0.00
H -4.2533 4.1067 -0.0050 -0.03 0.00 -0.02
H -2.3225 2.7319 -0.5737 -0.01 -0.02 0.05
H 4.8581 0.7328 1.7828 -0.03 0.05 0.06
H 6.6886 -0.6745 1.0059 0.03 0.00 -0.01
H 6.2401 -2.7923 -0.2048 0.02 -0.01 0.00
H 3.9223 -3.3796 -0.7882 0.00 0.00 -0.01
H -0.6222 -2.7377 -2.3306 0.02 0.02 0.01
H -0.5672 -3.0042 -4.7490 -0.03 -0.01 -0.01
H 1.5236 -2.5923 -6.0081 0.00 0.00 -0.03
H 3.5698 -1.9182 -4.7960 0.03 0.00 -0.01
H 3.5487 -1.6722 -2.3731 0.02 -0.01 0.03
H -0.8035 -3.8454 -0.7497 0.04 -0.05 0.05
H -1.7159 -5.6951 0.5807 0.03 -0.01 -0.01
H -0.2824 -6.9992 2.1228 -0.02 -0.03 0.02
H 2.0689 -6.3385 2.3772 0.00 0.01 0.05
H 2.8883 -4.5486 0.9179 -0.06 -0.04 -0.01
Br 0.5243 1.4345 -6.0192 0.02 0.02 -0.09
C 0.1823 0.9321 -4.2613 -0.04 0.02 0.01
C 1.2068 0.8598 -3.3370 -0.12 0.09 0.14
C 0.8805 0.4900 -2.0513 -0.02 0.17 -0.05
N -0.3590 0.1884 -1.6355 0.02 -0.02 0.09
C -1.3470 0.2145 -2.5585 -0.06 0.03 0.04
C -1.1055 0.6003 -3.8648 0.07 -0.02 0.06
C -2.6769 -0.2871 -2.1387 0.17 0.11 0.00
C -3.7966 -0.2402 -2.9590 -0.03 0.00 0.07
C -4.9745 -0.8033 -2.4931 0.05 -0.02 0.06
Br -6.5088 -0.7721 -3.5465 -0.09 0.00 -0.06
C -4.9942 -1.3948 -1.2350 0.04 0.05 -0.03
C -3.8304 -1.3750 -0.4931 0.02 0.02 -0.04
N -2.6921 -0.8316 -0.9260 -0.06 -0.22 -0.04
H 2.2302 1.0862 -3.5933 0.02 0.00 -0.02
H 1.6683 0.4232 -1.3119 0.02 0.09 0.03
H -1.9028 0.6029 -4.5908 -0.01 0.01 -0.01
H -3.7764 0.2166 -3.9360 0.00 0.02 -0.01
H -5.8909 -1.8564 -0.8479 -0.02 -0.01 0.00
H -3.8090 -1.8169 0.4937 0.02 -0.04 0.05
C -5.5504 0.9655 2.3124 -0.02 0.03 0.03
C -4.2079 0.9782 3.0489 0.18 -0.06 -0.11
C -3.1019 0.6152 2.1616 -0.15 0.04 -0.15
N -2.2657 0.3585 1.4195 -0.10 0.02 0.38
H -6.3395 1.1909 3.0256 -0.03 0.01 -0.01
H -5.7548 -0.0097 1.8753 -0.01 -0.03 0.00
H -5.5670 1.7178 1.5269 0.00 0.01 -0.03
H -4.2016 0.2852 3.8924 0.01 -0.04 -0.01
H -3.9699 1.9690 3.4407 -0.02 0.00 0.00
Cl -0.1404 -0.8023 3.0115 -0.02 -0.03 0.28
C -0.9436 -2.3077 3.2356 0.07 0.02 -0.44
Cl 2.2022 -3.3536 2.7850 -0.15 0.05 0.04
Cl -1.0380 -2.9577 4.7446 0.02 -0.11 0.19
C -1.3036 -2.9832 1.9986 -0.05 0.31 0.23
O -1.4713 -4.2657 2.0835 0.06 0.03 -0.09
O -1.4113 -2.3130 0.9454 -0.08 -0.21 0.34
```
Positions in Å, forces in eV/Å.

Properties
Spin multiplicity: 4
Orbital gap (alpha / beta), eV: 7.705 / 6.284
LUMO level (alpha / beta), eV: -8.1 / -9.6
Expectation value of S²: 3.775
Total charge: +3
Energy above the lowest of the compared OMol25 structures with the same formula, charge and spin, eV: 2.543

=====

[2]
One molecule with the formula C26H25BrO4 in a non-equilibrium geometry. Source: the OMol25 dataset; level of theory: ωB97M-V/def2-TZVPD.

```
56
Properties=species:S:1:pos:R:3:forces:R:3
C 3.5061 -1.6447 -3.0680 0.41 0.12 -0.22
C 2.0258 -1.8872 -3.0258 -0.12 0.04 0.18
O 1.4638 -0.8494 -2.1782 -0.52 -0.17 -0.66
C 0.1584 -1.0083 -1.9158 -0.86 -1.68 0.05
O -0.3689 -2.0933 -2.1466 0.60 1.50 0.59
C -0.5636 0.2630 -1.3801 -0.06 -0.46 -2.37
C -2.0604 0.2887 -1.7424 -0.17 0.16 -0.19
C -2.7307 -0.7490 -2.3861 -0.59 0.01 -0.11
C -4.0549 -0.6053 -2.8201 -0.31 0.46 0.35
C -4.8008 0.5193 -2.4603 1.30 0.12 0.28
Br -6.5946 0.7259 -3.0140 0.00 -0.08 0.10
C -4.1580 1.5533 -1.7584 0.23 -0.31 -0.40
C -2.7783 1.4778 -1.5310 -0.29 -0.23 0.02
C -0.2298 0.7056 0.0211 0.08 1.09 2.20
C -1.2429 0.4113 1.1511 0.23 -0.72 -0.19
C -2.2382 1.3600 1.4103 -0.02 -0.01 -0.14
C -3.1978 1.1648 2.3819 0.05 -0.37 0.68
C -3.0539 0.1001 3.2977 0.66 0.27 -0.35
O -3.9252 0.1155 4.3474 0.35 -0.62 0.20
C -3.7312 -0.8423 5.4047 -0.10 0.26 -0.46
C -1.9964 -0.8193 3.1205 -0.74 0.35 0.15
C -1.1850 -0.7172 1.9837 -0.08 0.36 0.02
C 1.2385 0.5028 0.4290 -0.01 0.50 0.59
C 1.6271 0.2759 1.7669 -0.61 -0.03 -0.47
C 2.9480 0.1842 2.1612 1.03 0.00 -0.45
C 3.9259 0.3755 1.1813 -0.78 0.11 -0.55
C 3.5714 0.7336 -0.1391 -0.23 -0.44 1.37
C 2.2335 0.8186 -0.4992 0.84 0.61 0.37
C 4.8337 0.9625 -0.9036 0.12 0.47 -0.44
C 5.9229 0.5690 0.0935 0.11 -0.45 0.72
O 5.2664 0.2950 1.3926 0.21 0.32 -0.80
H 4.0197 -2.4554 -3.5911 -0.14 0.02 -0.01
H 3.7211 -0.7185 -3.6131 0.08 -0.08 0.23
H 3.9226 -1.5937 -2.0554 -0.14 0.04 -0.19
H 1.5467 -1.7664 -4.0053 0.16 -0.27 0.14
H 1.7933 -2.8735 -2.6213 -0.10 0.18 -0.03
H -0.1688 1.0700 -2.0372 0.13 -0.52 0.28
H -2.2325 -1.6884 -2.5699 -0.12 0.21 -0.08
H -4.5203 -1.3703 -3.4278 0.05 -0.11 0.13
H -4.7259 2.4096 -1.4130 0.11 0.08 -0.27
H -2.2509 2.3625 -1.1697 -0.28 -0.29 0.01
H -0.3099 1.8034 -0.0295 -0.03 -0.15 -0.10
H -2.2675 2.2808 0.8223 -0.05 -0.40 0.29
H -4.0281 1.8582 2.5129 0.29 -0.09 0.07
H -4.6266 -0.7319 6.0173 0.21 -0.16 0.04
H -3.6607 -1.8685 5.0111 -0.10 0.31 0.12
H -2.8324 -0.6162 6.0021 -0.25 0.00 -0.26
H -1.7965 -1.5687 3.8922 -0.13 0.09 -0.54
H -0.4361 -1.4924 1.8170 -0.14 0.27 0.01
H 0.8666 0.2079 2.5408 0.21 -0.11 -0.26
H 3.2325 -0.0376 3.1859 -0.10 0.11 -0.14
H 2.0034 1.2244 -1.4819 -0.07 -0.27 0.25
H 4.8808 0.3691 -1.8187 0.06 0.05 0.09
H 4.9506 2.0116 -1.1930 -0.09 -0.05 -0.03
H 6.6728 1.3525 0.2487 -0.23 -0.19 0.08
H 6.4352 -0.3549 -0.1976 -0.07 0.16 0.08
```
Positions in Å, forces in eV/Å.

Properties
SMILES string: CCOC(=O)[C@@H](c1ccc(Br)cc1)[C@@H](c1ccc(OC)cc1)c1ccc2c(c1)CCO2
Orbital gap, eV: 8.530
LUMO level, eV: 0.5

=====

[3]
C18H29F5NORbSeTe as an isolated structure. Source: the OMol25 dataset; level of theory: ωB97M-V/def2-TZVPD.

```
57
Properties=species:S:1:pos:R:3:forces:R:3
Rb 0.3450 -0.7932 -0.3813 -0.74 0.12 -0.18
C -1.2214 -3.3750 -0.7367 -0.02 -0.07 -0.07
C -2.2257 -2.4341 -1.0909 0.13 -0.02 -0.03
C -1.8834 -1.9561 -2.4001 -0.08 0.00 -0.01
C -0.6910 -2.6212 -2.7858 0.00 0.01 0.07
C -0.2748 -3.4928 -1.7679 -0.15 -0.02 0.06
C 0.8948 -4.4544 -1.8321 0.03 0.02 0.01
C 2.1108 -3.7935 -2.4924 0.00 0.00 -0.01
C 1.3008 -4.9227 -0.4324 0.00 0.01 -0.01
C 0.5000 -5.6867 -2.6618 0.00 0.00 0.00
C -2.5341 -0.9240 -3.3306 0.02 0.03 0.02
C -2.3108 0.5177 -2.8357 0.00 -0.03 0.02
C -1.8952 -0.9851 -4.7268 0.00 0.00 -0.02
C -4.0317 -1.1746 -3.5558 0.03 -0.01 -0.02
C -3.4263 -2.2058 -0.1619 -0.02 -0.01 -0.01
C -3.8921 -0.7498 -0.0301 0.04 -0.03 0.02
C -3.0827 -2.6490 1.2701 -0.01 -0.03 0.01
C -4.6133 -3.0829 -0.6060 0.01 0.01 -0.01
H -1.1779 -3.9124 0.1994 -0.01 -0.03 -0.02
H -0.1871 -2.4985 -3.7336 0.02 0.02 0.01
H 2.4554 -2.9281 -1.9224 -0.01 0.00 0.00
H 1.8698 -3.4578 -3.5030 0.00 0.00 0.00
H 2.9450 -4.5000 -2.5584 0.00 0.00 0.00
H 1.6003 -4.0799 0.1940 0.00 -0.01 0.00
H 2.1472 -5.6139 -0.4943 0.00 0.00 0.00
H 0.4762 -5.4403 0.0622 0.00 0.00 0.00
H 0.2225 -5.3868 -3.6746 0.00 0.00 0.00
H -0.3633 -6.1818 -2.2118 0.00 0.00 0.00
H 1.3261 -6.4056 -2.7227 0.00 0.00 0.00
H -1.2376 0.7302 -2.8057 0.00 0.01 -0.01
H -2.7171 0.6964 -1.8426 0.00 -0.03 -0.01
H -2.7679 1.2404 -3.5203 -0.01 0.01 0.00
H -0.8356 -0.7286 -4.6931 0.00 0.00 -0.01
H -2.3930 -0.2663 -5.3848 0.00 0.00 0.00
H -1.9929 -1.9809 -5.1638 0.00 0.00 0.01
H -4.6177 -1.0449 -2.6532 -0.05 -0.01 0.03
H -4.1880 -2.1942 -3.9159 0.00 0.00 0.00
H -4.4230 -0.4790 -4.3064 0.00 0.00 0.01
H -3.0902 -0.0985 0.3257 0.00 0.00 0.00
H -4.6973 -0.6796 0.7058 0.00 0.00 0.00
H -4.2720 -0.3367 -0.9580 0.00 0.04 -0.03
H -2.2152 -2.1110 1.6587 0.00 0.00 0.00
H -2.8746 -3.7180 1.3238 0.00 0.01 0.01
H -3.9290 -2.4378 1.9289 0.00 0.00 0.00
H -4.9505 -2.8355 -1.6116 0.01 0.02 0.00
H -5.4598 -2.9653 0.0800 -0.01 0.00 0.00
H -4.3095 -4.1324 -0.6096 0.00 0.00 0.00
F 3.2450 0.6126 1.9186 0.08 0.00 0.00
Te 3.7320 -0.8079 0.7926 0.03 0.03 -0.25
F 2.1930 -1.7391 1.4233 0.25 -0.04 0.12
F 4.5444 -1.4833 2.3230 0.06 -0.11 0.24
F 5.4063 -0.0217 0.4844 0.01 0.02 0.02
F 4.3358 -2.4097 0.0200 0.04 0.01 0.05
O 2.9149 -0.1955 -0.6615 0.35 0.10 -0.02
Se -3.5068 3.2654 1.9348 -0.01 0.00 -0.01
C -3.9795 3.6296 3.6598 -0.03 0.02 0.02
N -4.2890 3.8669 4.7551 0.00 0.00 0.00
```
Positions in Å, forces in eV/Å.

Properties
Orbital gap, eV: 5.835
LUMO level, eV: 3.8
Total charge: -2
Energy above the lowest of the compared OMol25 structures with the same formula, charge and spin, eV: 0.000

=====

| no. | molar mass (g/mol) | DFT total energy (eV) |
| --- | --- | --- |
| 1 | 1168.01 | -262536.42009 |
| 2 | 481.39 | -105598.89127 |
| 3 | 662.45 | -109560.68007 |